A molecular structure, C4H6Na2O4, computed with ωB97M-V/def2-TZVPD.

The value obtained for the lowest unoccupied orbital energy (alpha / beta) is -4.501 / -4.525 eV. The total energy is -781.33376 hartree. Its HOMO-LUMO gap (alpha / beta) is 0.195 / 0.297 hartree. The HOMO energy (alpha / beta) comes out at -9.8 / -12.6 eV.

Structure (ORCA input):
```
! wB97M-V def2-TZVPD RIJCOSX def2/J DEFGRID3
* xyz 1 2
O 1.467 0.728 -1.745
C 1.090 1.913 -1.597
H 1.798 2.633 -1.139
H 0.252 2.261 -2.234
C -0.437 -1.002 -0.373
O -1.350 -1.410 -1.124
Na -3.488 -0.439 -1.025
O 0.438 -1.918 0.041
C 1.308 -1.701 1.151
H 0.735 -1.641 2.085
H 1.965 -2.575 1.188
H 1.919 -0.799 1.010
O -2.010 0.732 0.373
C -0.781 0.315 0.430
Na -2.758 2.326 1.676
H -0.147 0.579 1.285
*
```

=====

13 unconnected molecules or ions with the total composition C7H41NO12, computed with ωB97M-V/def2-TZVPD.

The value obtained for the lowest unoccupied orbital energy is -0.246 eV. The total energy is -1248.88768 hartree. Its HOMO-LUMO gap is 0.321 hartree. The HOMO energy comes out at -9.0 eV.

Structure (ORCA input):
```
! wB97M-V def2-TZVPD RIJCOSX def2/J DEFGRID3
* xyz 0 1
C 0.413 -1.957 0.418
C 1.270 -0.986 -0.505
C 1.183 -1.351 -1.958
N 0.864 0.485 -0.312
C -0.515 0.776 0.030
C -0.947 2.245 -0.074
C -2.288 2.313 -0.774
C -1.242 2.967 1.287
H -0.633 -2.105 0.190
H 0.422 -1.465 1.402
H 1.131 -2.773 0.452
H 2.219 -0.809 -0.048
H 0.354 -0.855 -2.507
H 2.068 -1.349 -2.586
H 0.834 -2.363 -2.133
H 1.255 1.055 -1.049
H -1.230 0.088 -0.475
H -0.744 0.383 1.019
H -0.050 2.708 -0.511
H -3.006 1.857 -0.107
H -2.544 3.370 -0.928
H -2.297 1.789 -1.728
H -1.551 4.009 1.119
H -2.006 2.390 1.816
H -0.365 2.996 1.940
H -1.602 -1.209 2.398
H -0.484 -0.357 3.063
O -1.440 -0.478 3.033
H 3.752 0.391 -0.454
H 3.380 1.793 -0.565
O 4.158 1.230 -0.729
H 3.251 1.384 1.452
H 1.864 0.683 1.417
O 2.719 0.719 1.899
H -0.404 -3.982 1.997
H 0.056 -4.179 3.417
O 0.226 -4.489 2.521
H 1.337 1.314 4.642
H 2.117 0.278 3.676
O 1.482 0.401 4.397
H -1.454 1.557 -3.764
H -2.315 0.694 -4.743
O -1.925 0.715 -3.863
H -2.833 -2.529 -1.442
H -1.530 -3.410 -1.034
O -2.466 -3.263 -0.908
H -3.291 -0.713 -3.000
H -2.558 -0.367 -1.701
O -3.217 -0.956 -2.076
H -2.487 -3.053 0.696
H -2.847 -3.158 2.155
O -2.181 -2.730 1.601
H 2.023 4.180 -0.759
H 1.465 3.080 -1.774
O 2.188 3.334 -1.183
H 3.310 -0.998 1.726
H 3.043 -2.544 1.835
O 3.399 -1.850 1.272
H -0.280 1.330 -2.595
H 0.737 1.665 -3.638
O 0.212 2.094 -2.946
*
```

=====

A molecular structure, C21H53ClMoP2Si, computed with ωB97M-V/def2-TZVPD.

The value obtained for the lowest unoccupied orbital energy (alpha / beta) is 0.762 / 0.028 eV. The total energy is -2332.48508 hartree. Its HOMO-LUMO gap (alpha / beta) is 0.305 / 0.270 hartree. The HOMO energy (alpha / beta) comes out at -7.5 / -7.3 eV.

Structure (ORCA input):
```
! wB97M-V def2-TZVPD RIJCOSX def2/J DEFGRID3
* xyz 0 3
Mo -0.194 -0.518 0.071
Cl -0.129 0.118 -2.252
P -0.385 -2.674 -0.606
C 0.662 -3.211 -2.075
C -0.328 -4.122 0.596
C -2.098 -2.594 -1.353
C 2.078 -2.614 -2.024
H 0.153 -2.774 -2.955
C 0.731 -4.735 -2.249
H 1.343 -5.190 -1.460
H 1.207 -4.969 -3.214
H -0.256 -5.210 -2.247
H 2.080 -1.542 -2.256
H 2.719 -3.109 -2.769
H 2.547 -2.748 -1.040
H -1.977 -2.011 -2.285
C -3.091 -1.831 -0.469
C -2.601 -3.994 -1.731
H -2.039 -4.392 -2.581
H -3.658 -3.939 -2.028
H -2.523 -4.690 -0.887
H -2.728 -0.840 -0.127
H -3.378 -2.418 0.414
H -4.007 -1.658 -1.055
C 1.076 -4.203 1.210
H -0.498 -5.066 0.045
C -1.435 -4.012 1.653
H 1.821 -4.597 0.510
H 1.079 -4.866 2.083
H 1.431 -3.220 1.540
H -1.536 -2.991 2.042
H -1.209 -4.664 2.508
H -2.417 -4.323 1.272
H 1.165 -1.123 0.789
H -1.131 -0.505 1.492
P 0.180 2.892 -0.717
C -1.056 3.454 -1.998
C 0.165 4.143 0.677
C 1.851 2.850 -1.553
C -2.416 2.761 -1.779
H -0.631 3.078 -2.948
C -1.175 4.977 -2.047
H -1.724 5.356 -1.173
H -1.738 5.245 -2.952
H -0.190 5.463 -2.106
H -2.355 1.690 -2.020
H -3.169 3.211 -2.441
H -2.766 2.863 -0.743
H 1.623 2.261 -2.460
C 2.921 2.061 -0.774
C 2.268 4.266 -1.918
H 1.629 4.670 -2.711
H 3.299 4.245 -2.292
H 2.234 4.930 -1.042
H 2.536 1.103 -0.380
H 3.348 2.650 0.053
H 3.747 1.818 -1.462
C -1.199 4.057 1.382
H 0.285 5.133 0.199
C 1.327 3.878 1.641
H -2.020 4.461 0.768
H -1.164 4.649 2.310
H -1.431 3.010 1.648
H 1.368 2.815 1.920
H 1.178 4.472 2.552
H 2.295 4.175 1.220
C 2.227 0.195 2.636
Si 0.391 -0.291 2.458
C 0.141 -1.703 3.682
C -0.490 1.162 3.340
H 2.860 -0.636 2.286
H 2.426 0.374 3.708
H 2.485 1.094 2.051
H -0.922 -1.935 3.795
H 0.675 -2.611 3.391
H 0.527 -1.349 4.647
H -0.449 0.947 4.415
H -0.026 2.134 3.140
H -1.539 1.213 3.031
*
```

=====

Relative energy (zero: lowest compared OMol25 entry of this formula, charge and spin): 1.590 3.772 0.000 (eV)